[1]
62
Properties=species:S:1:pos:R:3:forces:R:3 method="wB97M-V/def2-TZVPD" gap_ev="4.236 / 4.627" charge=+2 s_squared=0.76 multiplicity=2 fmax_ha_per_bohr=0.0673 de_lowest_kcal_mol=26.9
C -2.5175 2.6832 -1.6218 -1.1 0.5 0.1
F 3.1312 0.6507 3.1950 0.1 -0.1 -0.1
C 4.7592 -0.8525 -1.7803 -0.1 -0.4 -0.2
C -3.8347 3.5094 1.6535 1.7 0.5 -0.9
H -4.6095 3.9908 3.6062 -0.1 0.0 0.1
C 3.6294 -0.7249 -0.9867 -0.4 0.2 0.2
H 3.7835 -3.4407 -3.7426 0.1 -0.1 -0.1
H -2.5564 0.4120 0.7263 0.0 0.0 -0.1
H 2.0781 -4.8124 -3.7290 0.1 0.0 -0.1
N -4.7221 2.6676 1.0661 -1.4 -0.6 0.9
C -2.7251 4.9452 3.1693 -0.3 -0.2 0.0
F 3.1412 -1.9191 2.9751 -0.2 0.0 -0.1
H -2.1912 -1.1013 -0.1059 0.0 -0.1 0.0
F 1.5863 -2.7177 1.7128 -0.2 -0.1 -0.9
N -3.1377 2.8882 -0.3462 1.1 0.8 0.3
F -0.8110 -1.6408 2.0711 -0.1 -0.5 -0.2
H -1.5463 -3.3565 -0.8004 0.0 0.0 0.0
H -2.6635 5.4580 4.1154 0.0 0.0 0.1
C 0.0371 -5.1600 -3.1782 0.1 0.3 0.2
C 1.8517 0.5381 3.5194 0.1 0.6 0.2
H -2.1866 3.6394 -2.0424 0.0 -0.2 0.1
C -1.6945 5.1242 2.2395 0.1 0.0 -0.3
C 1.4028 -3.4118 -2.2574 0.5 -0.1 -0.5
O 1.3053 -0.1681 1.3601 0.1 -1.9 -2.9
N -0.0710 0.0647 -1.1832 1.0 -1.2 0.9
Re 0.7869 -1.4746 -0.0731 -0.4 2.4 -0.4
C -0.1569 2.0385 -2.1963 0.9 -0.5 -0.2
C -1.7035 4.5189 0.9976 0.2 0.0 -0.1
H -0.9296 4.7233 0.2743 0.2 0.0 0.0
C 2.6035 -2.5880 -2.1578 0.1 0.6 0.4
C 1.1815 -0.5592 2.6429 -0.5 -0.2 1.8
F -0.9787 0.4316 2.5770 0.2 0.0 0.1
H -3.2889 2.2490 -2.2748 0.3 0.1 0.2
C 3.7356 -2.6955 -2.9638 -0.2 0.0 0.2
C 1.2497 -4.4983 -3.1162 -0.1 0.3 0.2
H -1.9654 -5.2039 -2.3764 -0.1 -0.1 0.1
H -3.3311 0.0580 -0.8102 0.0 0.0 0.0
F 1.2685 1.7078 3.2582 -0.2 -0.1 0.0
H 5.6845 -1.9160 -3.3838 0.1 -0.1 -0.1
N -1.3574 1.8034 -1.5747 0.3 -1.3 0.6
C -2.3999 -0.0438 -0.2531 0.0 0.0 0.2
C 4.8040 -1.8320 -2.7671 0.1 0.1 0.1
H -0.8689 5.7671 2.4958 0.1 0.1 0.0
H 0.0502 2.9184 -2.7721 -0.1 0.2 0.0
F 1.7467 0.2964 4.8166 -0.1 -0.4 0.0
C -0.7712 -3.6852 -1.4834 -0.9 -0.6 0.0
C -0.9972 -4.7334 -2.3520 -0.1 0.4 0.3
C -3.8140 4.1430 2.8951 0.1 0.0 -0.1
C -1.2832 0.5997 -0.9756 -1.1 0.5 0.1
C 2.5453 -1.5679 -1.1795 -0.4 -0.2 -0.1
C -2.7745 3.6811 0.7195 -0.4 0.2 0.8
C 0.6313 0.9622 -1.9529 0.4 0.9 -0.6
N -4.3174 2.3087 -0.0594 -0.7 -0.9 -1.3
N 0.3907 -3.0173 -1.4290 0.8 0.0 0.3
H 1.6401 0.7793 -2.2656 0.1 0.0 0.0
C -0.3403 -0.6830 2.9336 -0.6 0.7 0.2
C 1.8341 -1.9658 2.8661 0.6 0.1 0.9
H -0.1151 -5.9877 -3.8528 0.1 -0.1 -0.1
H 3.5800 0.0432 -0.2269 0.1 0.1 0.0
H 5.5969 -0.1907 -1.6299 0.1 0.1 0.0
F -0.6966 -1.0041 4.1494 0.2 -0.1 0.0
F 1.3213 -2.6513 3.8643 0.1 0.2 -0.3


[2]
83
Properties=species:S:1:pos:R:3:forces:R:3 method="wB97M-V/def2-TZVPD" gap_ev=5.976 charge=+2 fmax_ha_per_bohr=0.0356 de_lowest_kcal_mol=0.0
C 5.0288 0.7607 -1.6463 0.0 0.0 0.0
H 6.6790 2.0618 -1.2275 0.0 0.0 0.0
F 0.2278 5.0056 0.3573 -0.1 0.0 0.0
H -0.6143 -4.2799 -1.7864 0.0 0.0 0.0
F -1.9055 0.8027 -4.7758 0.0 0.0 0.0
C -1.7713 -2.4369 -0.1909 0.2 -0.2 0.1
C -2.6281 -3.3449 1.8483 0.0 -0.1 0.2
H -4.7220 2.0283 2.8559 0.0 0.0 0.0
P 0.9809 -2.1098 -0.6824 0.4 0.1 0.0
C -1.3543 -3.3476 2.4240 -0.1 0.0 0.0
C -0.4054 3.8781 0.0969 0.0 0.2 -0.1
C 2.6102 -1.1289 3.3917 0.0 0.0 0.0
C -3.8728 1.5904 2.3473 -0.1 0.0 -0.1
C 2.5659 -3.2815 -2.5519 0.0 -0.1 0.0
H -0.9631 -0.0389 2.8334 0.0 0.0 0.0
O 1.7174 2.4001 -0.1162 0.0 0.1 0.3
C -2.8394 -2.9011 0.5503 0.1 0.1 -0.2
H -6.0773 4.4768 -1.2149 0.0 0.0 0.0
O -5.0225 3.8897 -2.9040 0.0 0.0 -0.1
C 3.4803 0.4453 0.1627 0.0 0.1 0.0
N -1.7514 0.4205 0.9891 -0.1 1.1 -0.2
P 2.0172 -0.3409 0.8050 0.4 0.7 0.0
F -0.8639 2.6886 -4.5415 0.0 0.0 0.0
H -3.4693 -3.7057 2.4268 0.0 0.0 0.0
C -1.7910 0.4342 2.3256 0.0 -0.3 0.0
F -0.6406 3.2271 1.2414 0.0 -0.1 0.0
H 3.1844 -2.3418 0.1997 0.0 -0.2 0.2
H 0.8882 1.6714 2.5040 0.0 0.0 0.0
H 3.8950 1.5466 1.9703 0.0 0.0 0.0
C -2.8333 0.9986 3.0377 0.0 -0.1 0.0
H -6.5061 2.8648 -1.8537 0.0 0.1 0.0
N -4.6740 2.9534 -0.8828 0.1 -0.1 0.0
H 3.8189 -4.2274 -4.0035 0.0 0.0 0.0
H 0.9379 1.9917 4.9503 0.0 0.0 0.0
H 5.9498 2.5629 1.0750 0.0 0.0 0.0
C 0.3531 -4.2601 -2.2704 0.0 -0.1 0.0
Rh -0.0070 -0.2125 -0.1626 -1.3 -1.3 0.3
C 1.9701 -0.1913 2.5785 0.1 0.1 0.1
C 2.0184 0.1749 5.3208 0.0 0.0 0.0
H 2.0420 0.3191 6.3922 0.0 0.0 0.0
S 0.7037 2.8839 -0.9984 -0.3 0.2 -0.2
H 3.1172 -1.6677 5.3994 0.0 0.0 0.0
C -0.2796 -2.8951 1.7028 0.2 0.3 -0.3
H -1.9266 -2.1017 -1.2080 0.0 0.1 -0.1
H 2.1303 -5.9176 -4.6150 0.0 0.0 0.0
C 4.2137 1.3191 0.9620 0.1 -0.1 0.0
N -0.3496 1.6483 -1.3530 1.4 -0.8 0.2
O 1.0397 3.6884 -2.1164 -0.2 -0.1 -0.2
C -0.4599 -2.4174 0.3710 -0.3 0.0 0.1
H -2.8210 0.9656 4.1179 0.0 0.0 0.0
H -5.5720 4.4861 -3.4229 0.0 0.0 0.0
C -3.8266 1.6183 0.9579 0.1 0.0 -0.1
C -2.7540 1.0237 0.3211 -0.1 -0.2 0.1
C 1.9025 -5.1838 -3.8539 0.0 0.0 0.0
C 0.6585 -5.2003 -3.2386 0.0 0.0 0.0
C 3.8758 0.1815 -1.1504 0.0 0.1 0.0
H -3.7172 3.1302 -1.1457 0.0 0.1 0.0
O 1.0178 0.8881 -3.4188 0.2 -0.2 0.0
H 3.2660 -0.4315 -1.8046 0.0 0.0 0.0
C 1.3193 -3.3168 -1.9137 -0.1 0.2 -0.3
S -0.2537 0.8554 -2.7899 -0.4 0.3 0.0
C 2.8561 -4.2321 -3.5130 0.0 0.1 0.0
H 5.3369 0.5662 -2.6640 0.0 0.0 0.0
N 2.2586 -1.9685 0.3774 0.1 -0.4 -0.1
C 1.3942 1.1148 4.5119 0.0 0.0 0.0
C -5.6904 3.5785 -1.7070 0.0 0.0 0.0
H 3.0984 -1.9950 2.9613 0.0 0.0 0.0
C 5.7771 1.6097 -0.8379 0.0 0.0 0.0
C -4.9850 2.2317 0.2069 0.0 -0.1 0.1
C 2.6245 -0.9447 4.7643 0.0 0.0 0.0
H 0.7148 -2.9107 2.1270 0.0 0.0 0.0
O -6.1140 2.0527 0.6167 0.0 0.1 0.0
C -1.4690 1.7044 -3.9153 0.1 0.2 -0.1
F -2.4843 2.1726 -3.1997 0.0 -0.1 0.0
H -2.7008 0.9906 -0.7594 0.0 0.1 0.0
C 1.3647 0.9337 3.1382 0.1 0.1 0.0
F -1.5705 4.1300 -0.4882 0.0 0.0 -0.1
H -0.0715 -5.9486 -3.5126 0.0 0.0 0.0
H -1.2186 -3.7218 3.4290 0.0 0.0 0.0
H 3.2993 -2.5216 -2.3128 0.0 0.0 0.0
H -3.8322 -2.9173 0.1232 0.0 0.0 0.0
C 5.3699 1.8918 0.4569 0.0 0.0 0.0
O -0.8956 -0.4170 -2.4791 -0.2 0.2 0.0


[3]
78
Properties=species:S:1:pos:R:3:forces:R:3 method="wB97M-V/def2-TZVPD" gap_ev=7.058 charge=+1 fmax_ha_per_bohr=0.0371
C -0.4853 -3.0879 0.8700 -0.6 -0.6 0.1
C -1.1732 -0.9789 -2.4753 -0.9 1.1 -0.6
C -0.9484 -4.4077 0.9089 0.3 0.5 0.0
N -1.8378 0.7414 -1.3082 0.2 0.0 0.4
H -2.6996 -5.6414 1.0072 0.0 -0.1 0.0
C -0.8343 -3.5951 -5.7845 0.0 0.0 0.0
H 0.7331 -2.1634 2.9097 0.0 0.0 0.1
C -2.7080 1.6757 -1.1027 -0.1 -0.2 -0.3
C 0.9250 -0.0364 3.2372 0.1 0.1 0.8
N 1.1026 -1.5082 0.2890 -0.4 -1.1 0.1
C 1.3142 0.6634 5.5650 0.0 0.0 0.0
H 1.1748 3.0638 3.9591 0.0 0.0 -0.1
C 0.8324 1.8670 2.2418 0.1 -0.2 0.4
O 2.0314 2.1447 -2.8486 -0.3 0.1 -0.1
O -1.6462 0.5161 1.2065 -1.4 0.2 1.1
C 0.9029 -1.3763 3.6262 0.0 0.1 -0.1
C 1.1342 0.9581 4.2219 0.0 -0.8 -0.2
H 1.4447 1.4435 6.2975 0.1 0.1 0.1
H -4.5803 4.7612 1.7391 -0.1 0.1 0.0
H 1.6740 -3.4971 0.5500 0.0 0.2 0.0
C 3.3072 0.6029 -1.4987 0.0 0.3 -0.2
H -4.2244 3.7912 -0.4994 -0.1 0.1 -0.1
C 5.6985 0.5184 -1.8238 0.1 -0.1 0.1
C -2.6262 -2.2704 1.0673 -0.4 0.1 0.2
H -0.2509 -5.2287 0.8354 0.1 0.0 0.0
H -3.3221 2.0129 -1.9424 0.2 -0.2 0.1
C -3.9525 3.8938 1.6185 0.0 0.1 -0.1
C 1.1040 -1.6678 4.9589 -0.1 -0.1 -0.1
C -0.2053 3.6956 -0.6046 0.2 0.6 0.1
H 1.4348 -0.9484 6.9510 0.0 0.0 0.1
N 2.2733 -1.0848 -0.1685 1.3 0.3 -0.3
C 4.3650 2.0185 -3.1522 -0.2 0.1 0.0
H 0.1327 -4.9271 -4.4104 0.0 -0.1 0.0
C 0.5818 2.9199 1.2870 0.1 1.3 -0.1
H 6.6626 0.1103 -1.5628 0.1 0.0 0.0
C -3.3321 3.3201 2.7282 0.0 0.0 -0.1
H 6.4738 1.7917 -3.3642 0.0 0.1 0.0
C -1.4379 -2.3577 -5.9543 0.0 0.0 -0.1
C -2.5517 2.1951 2.5938 0.3 -0.5 -0.2
H -2.0265 -0.5209 -4.9933 0.0 0.1 -0.1
H 4.6216 -0.6524 -0.3881 0.1 -0.1 0.0
C -2.3384 1.6135 1.3305 -1.2 1.5 -0.1
H -0.0849 -3.3763 -2.4922 0.0 0.0 -0.1
C 0.7949 4.2620 1.4984 -0.1 -0.4 -0.2
C 4.5699 0.0909 -1.1670 0.0 0.1 -0.1
H 1.1024 -2.6995 5.2787 0.0 -0.1 0.0
N 0.7469 0.5719 2.0108 0.0 0.7 -0.5
N 0.0049 2.6323 0.0871 -0.2 -0.4 0.3
H -2.0851 1.7254 3.4500 0.0 0.0 0.1
Ti -0.4701 -0.1587 0.0436 0.0 0.3 1.0
H 1.2331 4.7451 2.3489 0.1 0.1 0.2
H -3.2594 -1.3927 1.1429 0.0 0.0 0.0
N 1.0805 2.1496 3.5517 0.0 0.0 -0.4
C 5.5901 1.4751 -2.8307 -0.2 0.0 0.1
H -0.7536 -4.2734 -6.6194 0.0 -0.1 -0.1
H 4.2707 2.7728 -3.9177 0.0 0.1 -0.1
C 1.2984 -0.6691 5.9178 0.0 0.1 0.0
H 1.3173 1.7111 -2.3383 0.3 0.2 -0.1
O -0.6920 -1.3989 -1.3550 -0.2 -0.8 -0.4
H -0.6467 3.6975 -1.5823 -0.1 0.0 -0.3
H -4.2392 -3.6867 1.1477 0.0 0.1 0.0
C -3.1707 -3.5482 1.0792 0.3 0.0 0.0
C -3.7525 3.3564 0.3689 0.1 -0.1 0.0
C -0.3390 -3.9660 -4.5437 0.0 0.0 -0.1
N -1.8047 0.1657 -2.5355 0.0 -0.5 -1.3
C -1.5517 -1.4834 -4.8904 0.0 0.0 0.2
C -1.0559 -1.8541 -3.6432 0.2 -0.3 -0.1
H -1.8219 -2.0752 -6.9215 0.0 0.0 -0.1
H -3.4768 3.7545 3.7061 0.0 0.0 0.1
C -2.3096 -4.6351 1.0026 -0.1 0.3 0.0
S 0.2736 5.1706 0.1509 0.0 -0.6 0.0
O 0.9592 0.5711 -1.0048 0.4 0.5 -0.5
C 3.2062 1.5967 -2.4950 0.2 -0.4 0.4
C 0.8931 -2.7399 0.6024 0.7 0.4 -0.3
C 2.1275 0.0456 -0.8479 0.9 -1.4 0.3
C -2.9264 2.2386 0.1916 0.2 -0.4 0.7
N -1.3256 -2.0398 0.9654 0.5 -0.4 -0.1
C -0.4500 -3.1007 -3.4740 -0.1 0.2 0.1


[4]
52
Properties=species:S:1:pos:R:3:forces:R:3 method="wB97M-V/def2-TZVPD" smiles="CCN[SiH2]CCC(F)(F)F.CCOC(=O)OC.CCOC(=O)OC" gap_ev=9.948 fmax_ha_per_bohr=0.0162 de_lowest_kcal_mol=0.0
H 0.0592 -0.9602 -2.6966 0.0 0.0 0.0
H -5.6411 1.3531 -6.2378 -0.1 0.0 0.0
H 4.4919 1.5854 6.6288 0.0 0.0 0.0
H 5.8427 -1.0204 3.0107 0.0 0.0 0.0
H -3.2779 1.3503 -1.9324 -0.1 -0.1 0.0
H 4.1884 0.7541 8.9840 0.0 0.0 0.0
H 2.9705 -1.7285 1.3291 0.0 0.0 0.0
H 5.8154 2.1168 7.6849 0.0 0.0 0.0
C -7.1701 0.7661 -4.8430 0.0 0.0 0.0
H 5.7374 -0.0916 8.8716 0.0 0.0 0.0
F -3.7477 -0.4028 -5.8374 -0.2 0.0 -0.2
H -1.4472 -1.7534 -2.1527 0.1 0.0 0.0
F -1.6201 -0.2949 -5.5685 0.2 0.0 -0.1
H 7.5086 -1.6505 3.1286 0.0 0.0 0.0
H -7.7185 0.0796 -5.4914 0.1 0.0 0.0
O -0.1918 -1.2592 -0.6535 0.0 0.2 0.0
H -3.2836 -0.3652 -2.2227 0.0 0.1 -0.1
H -1.9160 1.2273 -3.8147 0.0 0.0 0.0
H -7.1561 2.2526 -6.4222 0.0 0.0 0.1
C 4.8816 0.2656 8.2983 0.0 0.0 0.0
C 2.3949 -0.8639 1.6576 0.1 0.0 0.1
H 0.0930 -2.6547 -2.1750 0.0 0.0 0.0
C 1.0766 -1.2438 -0.2418 -0.1 -0.8 0.2
C -6.4689 1.8147 -5.6942 0.1 0.0 -0.1
H 6.1925 -2.4010 4.0716 0.0 0.0 0.0
C 6.5846 -1.4687 3.6683 0.0 0.0 -0.1
H -6.0688 2.6295 -5.0846 0.0 -0.1 0.0
H 2.4942 1.2820 1.6395 0.0 0.0 0.0
Si -5.5022 0.6328 -2.6112 0.0 0.0 -0.1
H 4.0457 0.4776 1.8996 0.0 0.0 0.0
H -6.4818 -0.9863 -3.9849 0.1 0.0 -0.1
C 5.8836 -0.1062 5.4142 0.0 0.1 0.0
H -5.9503 -0.0955 -1.3961 0.0 0.0 0.0
C -3.6240 0.5871 -2.6381 0.1 0.0 0.1
O 1.0902 -0.9105 1.0474 0.0 0.2 -0.1
H 4.3747 -0.5851 7.8456 0.0 0.0 0.0
N -6.2101 -0.0152 -4.0487 -0.3 0.0 0.3
H -3.4574 1.6295 -4.5574 0.1 0.0 0.1
O 6.9274 -0.5724 4.7291 0.0 0.0 0.0
C -2.7919 -0.3314 -4.9081 -0.1 0.0 0.3
O 6.3378 0.6843 6.3834 0.0 -0.1 0.0
C 5.3275 1.2510 7.2422 0.0 0.1 0.0
H -5.9498 2.0444 -2.5184 0.0 0.0 0.0
C -0.3723 -1.6856 -2.0080 -0.1 0.0 0.0
O 2.0273 -1.5847 -0.8992 0.0 0.3 -0.1
C -2.9318 0.8633 -3.9800 0.0 0.1 -0.1
O 4.7273 -0.3525 5.1776 0.0 0.0 0.0
F -2.8157 -1.5046 -4.2395 0.0 -0.1 0.0
C 3.1085 0.4310 1.3438 0.0 0.0 0.0
H 3.3304 0.5089 0.2802 0.0 0.0 0.0
H 2.1986 -0.9545 2.7238 0.0 0.0 0.0
H -7.9152 1.2561 -4.2017 0.0 0.0 -0.1


[5]
44
Properties=species:S:1:pos:R:3:forces:R:3 method="wB97M-V/def2-TZVPD" gap_ev=7.686 fmax_ha_per_bohr=0.0173 de_lowest_kcal_mol=0.0
C -0.6609 -0.6357 3.6723 0.0 0.0 0.1
C 1.4069 1.9917 -1.4727 0.0 -0.2 0.0
C 0.6271 1.2362 2.6114 0.0 0.1 0.1
H 1.5725 0.7168 2.7788 0.0 0.0 0.0
Hf -0.3790 -0.7753 -0.5821 0.1 0.2 0.5
H 0.7335 1.8510 1.7153 0.0 0.0 0.0
H -1.8801 3.9594 -2.0414 0.0 0.0 0.0
N -0.2446 -0.5884 1.2566 -0.5 0.3 -0.7
C 3.8466 2.0055 -1.2647 0.1 -0.1 0.0
C -0.9658 2.0182 -1.7206 -0.1 0.0 0.1
I 2.6647 -0.7503 -1.2911 0.0 -0.2 0.1
B -2.8115 -1.3749 -1.0171 0.4 0.1 0.0
C -1.6443 -5.9711 -0.8836 0.0 -0.1 0.0
C -0.0107 -4.1360 -0.9064 -0.1 0.1 -0.2
C 2.6798 4.0909 -1.5237 0.0 0.0 0.0
H -1.7296 -7.0553 -0.8496 0.0 0.0 0.0
H -2.1243 -5.6075 -1.7896 0.0 0.0 0.0
C 0.1705 1.2742 -1.4965 -0.1 0.0 0.2
H 0.4400 1.8951 3.4641 0.0 0.0 0.0
H 0.2526 -1.2054 3.8524 0.0 0.0 0.0
C -0.5139 0.2344 2.4275 0.1 -0.2 -0.5
H 2.6794 5.1709 -1.6083 0.0 0.0 0.0
H -2.0944 1.6500 2.9836 0.0 0.0 0.0
H -1.7303 1.6055 1.2570 0.1 0.0 0.0
H 0.3307 -5.9249 0.0567 0.0 0.0 0.0
H -1.9434 1.5361 -1.7557 0.0 0.0 0.1
C 3.8512 3.4125 -1.3518 0.0 0.0 0.0
H -0.8663 -0.0268 4.5568 0.0 0.0 0.0
H -1.4808 -1.3441 3.5442 0.0 0.0 0.0
C -1.8213 0.9888 2.1541 -0.1 0.1 0.3
F -3.9106 -0.6257 -0.8483 0.0 0.0 0.0
H 4.7806 1.4710 -1.1547 0.0 0.0 0.0
N 0.0424 -2.9950 -0.9707 0.2 -0.3 0.1
H 4.7923 3.9428 -1.2925 0.0 0.0 0.0
C 1.4449 3.4022 -1.5969 0.0 0.1 0.0
H -2.1714 -5.5516 -0.0294 0.0 0.0 0.0
C 0.2267 4.1037 -1.7978 0.0 0.0 0.0
H 0.3868 -5.9964 -1.7006 0.0 0.0 0.0
H -2.6300 0.2724 2.0036 0.0 0.0 0.0
C 2.6595 1.3375 -1.3293 -0.1 0.3 0.0
H 0.2602 5.1826 -1.8912 0.0 0.0 0.0
F -3.1200 -2.6299 -1.4374 -0.1 0.0 0.1
C -0.1639 -5.5826 -0.8541 0.1 0.1 0.0
C -0.9517 3.4273 -1.8765 0.0 0.0 -0.1